(1)
{
  "formula": "C26H53O25V",
  "method": "the ωB97M-V functional and the def2-TZVPD basis",
  "e_above_lowest_kj_mol": 0.0,
  "charge": 1,
  "orbital_gap_ev": [7.49, 7.70],
  "spin_multiplicity": 4,
  "lumo_ev": [-2.723, -2.796],
  "species": ["V", "C", "C", "O", "H", "H", "H", "H", "H", "C", "O", "C", "O", "O", "C", "H", "H", "H", "H", "H", "H", "C", "O", "C", "O", "O", "C", "H", "H", "H", "H", "H", "H", "C", "O", "C", "O", "O", "C", "H", "H", "H", "H", "H", "H", "C", "O", "C", "O", "O", "C", "H", "H", "H", "H", "H", "H", "C", "O", "C", "O", "O", "C", "H", "H", "H", "H", "H", "H", "C", "O", "C", "O", "O", "C", "H", "H", "H", "H", "H", "H", "C", "O", "C", "O", "O", "C", "H", "H", "H", "H", "H", "H", "C", "O", "C", "O", "O", "C", "H", "H", "H", "H", "H", "H"],
  "positions_angstrom": [[-16.86036, -20.58566, 5.16322], [-13.28005, -23.17236, 4.49740], [-14.78755, -23.18971, 4.23184], [-15.53618, -22.17056, 4.79345], [-12.76441, -22.21007, 4.56327], [-12.64909, -23.70163, 3.78549], [-13.15128, -23.62619, 5.48532], [-15.19616, -24.20370, 4.32882], [-14.85536, -22.93123, 3.15608], [-16.31823, -17.84134, 8.11820], [-15.13527, -18.54447, 8.43311], [-14.80845, -19.55767, 7.66377], [-15.27590, -19.80487, 6.57717], [-13.99418, -20.34930, 8.29091], [-13.43622, -21.43545, 7.49725], [-16.29689, -17.36520, 7.14108], [-16.51499, -17.08459, 8.87818], [-17.20657, -18.46427, 8.25045], [-12.77831, -20.92852, 6.78935], [-14.22070, -21.93755, 6.93374], [-12.85634, -22.05054, 8.17303], [-13.40750, -26.20572, 6.50390], [-12.45472, -26.98931, 7.19280], [-12.23555, -28.21768, 6.75891], [-12.84214, -28.80946, 5.90412], [-11.21977, -28.70856, 7.45640], [-10.66210, -29.95116, 7.08911], [-13.02281, -26.15913, 5.47966], [-13.39776, -25.16626, 6.82340], [-14.44036, -26.54763, 6.55469], [-11.44008, -30.71466, 7.08850], [-9.84387, -30.18980, 7.76336], [-10.19004, -29.90028, 6.10331], [-14.06197, -18.81636, -0.62563], [-13.35336, -19.43350, 0.42294], [-13.00670, -20.71001, 0.29748], [-13.25076, -21.41707, -0.63839], [-12.28838, -21.02864, 1.36809], [-11.89595, -22.37819, 1.42792], [-13.52839, -18.72992, -1.57434], [-14.23334, -17.76243, -0.40304], [-15.02860, -19.29204, -0.78070], [-12.76621, -23.02549, 1.28100], [-11.50485, -22.75214, 2.37123], [-11.16282, -22.77245, 0.72059], [-16.45095, -24.01802, 7.26297], [-17.00542, -23.53185, 8.47821], [-17.30075, -22.24971, 8.52899], [-17.24672, -21.45052, 7.62581], [-17.83941, -22.04394, 9.73991], [-18.23977, -20.74492, 10.10392], [-15.57442, -23.46313, 6.90798], [-17.10307, -23.92102, 6.39602], [-16.10320, -25.03225, 7.43324], [-18.50790, -20.78262, 11.15368], [-19.07814, -20.37870, 9.49796], [-17.44770, -20.02382, 9.88298], [-16.21766, -22.00028, 0.81134], [-17.56094, -21.50838, 0.75036], [-18.13633, -21.12817, 1.86588], [-17.57657, -21.00148, 2.93949], [-19.41294, -20.88848, 1.63599], [-20.22558, -20.48001, 2.72590], [-15.59111, -21.46433, 1.52519], [-15.88277, -21.93364, -0.21887], [-16.17184, -23.04137, 1.13916], [-19.93025, -19.48417, 3.05183], [-20.24407, -21.18284, 3.55908], [-21.26072, -20.44307, 2.39442], [-17.19420, -17.29127, 2.57334], [-15.78170, -17.26706, 2.69670], [-15.22170, -18.21841, 3.41025], [-15.79185, -19.14301, 3.94967], [-13.92508, -18.09404, 3.36433], [-13.14145, -19.18031, 3.87597], [-17.47493, -16.32281, 2.15598], [-17.70077, -17.29823, 3.53898], [-17.54044, -18.04074, 1.86395], [-13.48976, -20.12083, 3.45280], [-13.22747, -19.15266, 4.96050], [-12.12545, -19.03588, 3.52256], [-15.74852, -27.61150, 3.99082], [-16.57546, -27.29966, 5.10635], [-16.58786, -28.08415, 6.18585], [-16.84333, -27.68375, 7.27031], [-16.26588, -29.33188, 5.84985], [-15.90467, -30.24020, 6.87272], [-15.06807, -28.44491, 4.15235], [-15.14298, -26.72860, 3.78929], [-16.34829, -27.87501, 3.12027], [-14.92396, -30.02240, 7.28789], [-15.98832, -31.24248, 6.45587], [-16.66951, -30.25379, 7.65630], [-17.97918, -24.39267, 3.58152], [-19.19585, -24.32684, 4.27875], [-19.40705, -23.32082, 5.11104], [-18.61075, -22.43687, 5.34745], [-20.64899, -23.39191, 5.53024], [-21.11493, -22.47174, 6.49966], [-17.46942, -23.43839, 3.43834], [-18.15729, -24.64264, 2.52759], [-17.29681, -25.14441, 3.97143], [-22.10312, -22.14955, 6.15594], [-20.60482, -21.50839, 6.54405], [-21.25085, -22.90243, 7.48696]],
  "forces_ev_per_angstrom": [[2.2, -2.2, -0.9], [0.3, -0.3, 1.5], [-0.1, 2.2, -2.6], [-0.5, 0.6, 1.8], [-0.7, 0.4, -0.1], [-0.5, -0.6, -0.1], [0.5, 0.0, -0.1], [0.0, -0.1, 0.5], [0.1, -0.9, -0.4], [-1.2, 0.5, 0.3], [0.2, 0.4, 0.5], [-0.8, -0.8, 0.6], [-0.7, 0.5, -1.2], [0.8, -0.4, 0.5], [0.1, 1.0, -0.4], [0.1, -0.1, -0.1], [0.8, 0.1, 0.0], [0.2, -0.5, -0.6], [0.1, -0.4, -0.1], [0.0, -0.1, 0.2], [-0.2, -0.1, 0.1], [0.2, 0.4, -1.5], [-0.1, 0.6, 1.1], [0.2, -0.8, 0.0], [-0.2, 0.2, -0.3], [0.4, 0.8, 0.6], [0.1, -0.6, -0.8], [-0.7, -0.1, -0.2], [0.4, -0.3, 0.7], [0.2, -0.4, 0.0], [0.2, -0.1, 0.0], [-0.4, 0.2, 0.4], [-0.4, 0.1, -0.1], [-0.6, 0.7, -1.0], [0.2, 0.5, 0.7], [0.2, 0.4, -0.8], [-0.3, -0.2, 0.0], [0.6, -0.1, 0.6], [-0.4, -2.7, -0.2], [0.3, -0.8, 0.1], [0.0, -0.2, 0.8], [0.0, -0.1, -0.1], [-0.1, 0.2, -0.2], [0.0, 1.3, 0.5], [0.0, 1.0, -0.5], [1.2, -0.1, -1.1], [0.4, 0.2, -0.1], [-1.4, -0.9, 0.7], [0.3, 0.8, -0.2], [0.5, -0.4, -0.3], [-0.1, 1.0, -0.8], [-0.1, 0.3, 0.6], [-0.4, -0.3, 0.4], [-0.6, -0.1, 0.2], [0.1, 0.1, 0.0], [-0.2, -0.4, 0.2], [0.2, -0.1, 0.5], [0.4, -0.3, -0.1], [-0.2, -0.1, 0.1], [0.1, 0.1, 0.5], [-0.2, 0.1, 0.3], [-0.3, -0.3, -0.3], [-0.5, 0.2, 0.5], [-0.2, 0.4, -0.2], [0.3, 0.1, 0.2], [-0.4, 0.0, -0.1], [0.1, 0.0, 0.2], [0.6, 0.0, 0.0], [0.2, 0.1, -0.5], [-0.8, 1.1, -0.2], [0.0, 0.2, 0.1], [0.7, -0.5, -0.6], [-1.0, -0.1, 0.5], [0.2, 0.6, -0.4], [-0.1, -0.3, 0.1], [0.3, -0.1, -0.1], [0.1, -0.6, 0.0], [0.1, -0.3, 0.3], [-0.2, 0.0, 0.3], [0.2, -0.3, 0.0], [0.0, 0.3, 0.1], [0.5, -0.3, -0.6], [-0.2, 0.6, 0.0], [0.7, -0.9, -1.0], [-0.4, 0.5, 1.1], [0.1, -0.1, -0.4], [-1.1, -0.7, 0.8], [-0.1, 0.1, 0.4], [-0.1, 0.1, -0.1], [-0.2, 0.2, 0.1], [0.0, 0.0, -0.1], [0.5, 0.2, -0.3], [0.3, 0.4, 0.1], [1.3, 0.3, -1.8], [-0.6, -0.1, 0.4], [0.5, 0.2, -0.9], [-0.1, 0.4, 0.3], [-0.1, -0.3, 0.4], [-1.4, 1.3, -0.1], [0.0, 0.2, 1.0], [-0.6, -0.5, 0.3], [-0.2, 0.1, 0.4], [-0.1, -0.5, 0.0], [0.8, -0.5, 0.0], [0.4, -0.3, 0.0]]
}

=====

(2)
{
  "formula": "C26H54Cl3HgN5O4PSi",
  "method": "the ωB97M-V functional and the def2-TZVPD basis",
  "charge": -1,
  "orbital_gap_ev": 5.93,
  "lumo_ev": 2.239,
  "species": ["C", "C", "H", "H", "H", "C", "C", "H", "H", "H", "H", "Hg", "Cl", "Cl", "H", "H", "C", "C", "N", "H", "C", "O", "H", "H", "H", "H", "H", "H", "C", "C", "N", "H", "C", "O", "H", "H", "H", "H", "O", "C", "C", "C", "H", "C", "H", "C", "H", "C", "C", "H", "H", "H", "Si", "Cl", "C", "C", "C", "H", "H", "H", "H", "H", "H", "H", "H", "H", "C", "N", "C", "P", "O", "N", "C", "C", "N", "C", "C", "H", "H", "H", "H", "H", "H", "H", "H", "H", "H", "H", "H", "H", "H", "H", "H", "H", "H"],
  "positions_angstrom": [[-0.04454, 4.91909, 0.82717], [-0.51836, 3.92495, 1.83390], [-0.29451, 5.94962, 1.09994], [-0.49712, 4.69244, -0.14923], [1.04521, 4.84523, 0.70367], [-1.39432, 4.19521, 2.81146], [-2.06498, 5.50879, 3.02985], [-1.65923, 3.42320, 3.53845], [-2.20348, 6.06890, 2.09495], [-1.51435, 6.14750, 3.73680], [-3.05426, 5.33530, 3.47223], [0.73638, 0.97292, -1.71863], [2.69416, 1.45345, -0.55582], [-1.11270, 0.25229, -2.93891], [1.80137, -4.81929, -3.83118], [3.96414, -3.87714, -4.85322], [1.34020, -3.83409, -3.97301], [3.42851, -2.92476, -4.98585], [2.36768, -2.80302, -3.99747], [0.63430, -3.62526, -3.16612], [2.30939, -1.75641, -3.15854], [1.44624, -1.62696, -2.27537], [4.12827, -2.08879, -4.85662], [3.11212, -1.00513, -3.30966], [0.80784, -3.86379, -4.93186], [3.01181, -2.90220, -6.00458], [-2.58083, 2.62682, -0.81278], [-3.03042, 2.36192, 1.94800], [-3.43309, 1.94219, -0.90080], [-3.91135, 1.85527, 1.52760], [-3.56142, 1.15502, 0.30193], [-3.26148, 1.28355, -1.76209], [-3.33081, -0.18187, 0.31493], [-3.00503, -0.88088, -0.64634], [-4.28356, 1.12699, 2.26125], [-3.49235, -0.61894, 1.32793], [-4.34162, 2.54041, -1.03979], [-4.68418, 2.60757, 1.32883], [-0.69306, 2.01109, 0.47687], [-0.06272, 2.46774, 1.55417], [-1.07360, 0.52552, 2.92786], [-0.16941, 1.58662, 2.84488], [-1.54366, 0.16776, 2.00323], [-1.39145, -0.02519, 4.17262], [1.02175, 2.51489, 1.31281], [0.59435, 1.92528, 3.95723], [-2.20031, -0.75054, 4.26661], [-0.68223, 0.37841, 5.31296], [0.33277, 1.33955, 5.19802], [1.36292, 2.69420, 3.83733], [-0.91623, -0.04704, 6.29221], [0.90844, 1.65311, 6.07053], [0.88648, 2.89816, -4.86494], [0.41317, 3.68123, -2.91880], [-0.61041, 2.11545, -5.65757], [2.39815, 1.81289, -4.72308], [1.34034, 4.39973, -5.89226], [-1.20064, 1.53641, -4.93121], [-0.27782, 1.43005, -6.45316], [-1.25519, 2.88252, -6.11356], [0.45389, 4.99183, -6.14525], [1.80613, 4.06663, -6.82903], [2.04795, 5.04936, -5.36634], [2.34454, 1.09586, -3.89508], [3.28710, 2.44248, -4.55878], [2.54144, 1.25153, -5.65709], [-1.46949, -3.54384, -0.01601], [-0.97390, -3.36749, 1.35253], [-2.04041, -3.05262, 2.30336], [0.46902, -2.49802, 1.47401], [0.53813, -1.09231, 1.01341], [0.79819, -2.63005, 3.10869], [1.77781, -1.70923, 3.67259], [0.59592, -3.84442, 3.87817], [1.44218, -3.51698, 0.55701], [1.42250, -4.94960, 0.82865], [2.76031, -3.01769, 0.17010], [-2.19935, -4.35890, 0.00635], [-0.63977, -3.82697, -0.67431], [-1.96213, -2.63224, -0.40231], [-1.86425, -3.52367, 3.28063], [-2.14773, -1.96245, 2.45303], [-2.98029, -3.43838, 1.88920], [1.36878, -1.26549, 4.59288], [2.72448, -2.22370, 3.92163], [1.98640, -0.88433, 2.97108], [0.06860, -3.59400, 4.80958], [-0.01213, -4.56683, 3.32866], [1.55888, -4.31028, 4.14320], [0.39409, -5.30057, 0.97340], [1.84960, -5.46596, -0.03874], [2.02847, -5.20656, 1.71099], [3.10141, -3.58691, -0.70328], [2.69170, -1.95447, -0.09676], [3.49665, -3.15169, 0.98007]],
  "forces_ev_per_angstrom": [[-0.1, 0.1, -0.3], [-0.4, -0.8, 0.8], [0.1, -0.1, -0.1], [0.2, 0.0, 0.2], [-0.2, 0.0, 0.0], [0.5, -0.1, -0.3], [-0.3, 0.4, 0.1], [0.1, 0.1, -0.3], [0.0, -0.1, 0.3], [-0.1, 0.0, -0.1], [0.1, 0.2, -0.1], [-0.8, -0.2, 1.7], [0.3, 0.0, -0.3], [0.2, -0.1, -0.1], [0.0, 0.1, 0.1], [-0.1, 0.3, 0.0], [0.1, 0.0, -0.1], [-0.2, 0.0, 0.1], [0.2, -0.4, -0.5], [0.2, 0.0, -0.1], [-1.4, 0.4, 1.7], [1.5, -0.2, -1.5], [-0.2, -0.3, -0.1], [-0.2, -0.2, 0.0], [0.0, 0.1, 0.1], [0.1, 0.0, 0.2], [0.0, -0.2, 0.1], [-0.2, -0.1, -0.2], [0.3, 0.2, -0.3], [0.4, -0.2, 0.1], [-0.4, -0.8, 0.2], [-0.1, 0.2, 0.4], [0.0, 0.2, -0.6], [-0.6, 0.7, 0.9], [0.0, 0.2, -0.1], [0.0, 0.1, -0.3], [-0.1, -0.1, -0.1], [0.0, -0.2, 0.0], [-0.9, -0.7, -1.4], [1.2, -0.1, 0.4], [-0.3, 0.2, 0.1], [0.0, 0.3, -0.7], [0.2, 0.5, 0.4], [0.5, 0.2, 0.1], [0.3, 0.2, 0.6], [-0.2, -0.1, 0.3], [0.3, 0.0, 0.0], [0.0, 0.2, 0.0], [0.0, -0.1, -0.2], [-0.3, -0.1, 0.2], [0.0, 0.1, -0.3], [-0.1, -0.2, -0.1], [-0.4, 0.7, 0.3], [0.2, -0.1, -1.0], [-0.2, -0.1, 0.0], [0.2, -0.1, 0.1], [0.1, 0.1, 0.0], [0.3, 0.2, -0.3], [-0.1, 0.2, 0.2], [0.2, -0.1, 0.1], [0.1, -0.1, 0.1], [-0.1, 0.1, 0.1], [-0.1, -0.1, -0.1], [0.0, 0.2, -0.2], [-0.3, -0.2, 0.0], [0.0, 0.1, 0.1], [-0.1, 0.1, -0.3], [0.4, 0.4, 0.2], [-0.1, 0.4, 0.0], [-0.6, -0.1, -0.2], [0.3, -0.9, 0.1], [0.2, -0.1, -0.4], [-0.1, 0.4, 0.2], [0.0, 0.2, 0.1], [0.2, 0.0, 0.0], [0.1, 0.2, -0.1], [-0.3, 0.1, 0.1], [0.0, 0.0, -0.1], [-0.2, 0.1, 0.1], [0.3, -0.4, 0.1], [-0.1, 0.2, -0.2], [-0.1, -0.5, 0.0], [0.2, 0.1, 0.2], [0.2, -0.1, -0.2], [-0.2, 0.1, -0.1], [-0.2, -0.4, 0.3], [0.1, -0.1, 0.0], [0.2, 0.1, 0.0], [-0.2, 0.0, 0.0], [0.3, 0.1, 0.0], [0.0, 0.0, 0.1], [-0.1, -0.1, -0.1], [0.0, 0.1, 0.0], [0.0, -0.3, 0.1], [0.0, 0.0, -0.1]]
}

=====

Number 1: molar mass 816.629 g mol⁻¹. Number 2: molar mass 866.758 g mol⁻¹.